No. 1
This record from OMol25 describes the molecule C17H25FIN3O3S2. The level of theory is ωB97M-V/def2-TZVPD.

Each line ends with the Mulliken charge.
Atoms and positions in Å:
1 C -0.399050 4.572077 1.807024  -1.04
2 C 0.585784 3.810661 0.689776  0.26
3 C -0.110017 4.164118 -0.786237  -1.09
4 C 0.538817 2.216544 1.070126  0.01
5 C -0.699171 1.499875 0.254070  -0.36
6 C 1.923349 1.389793 0.631190  -0.71
7 O 1.709596 -0.068356 0.817348  -0.10
8 C 2.885162 -0.832447 0.372723  0.92
9 F 4.015713 0.032736 -0.131741  -0.28
10 C 3.690018 -1.789344 1.458865  0.07
11 O 3.888360 -1.478676 2.752532  -0.56
12 O 4.133933 -3.054842 0.791056  -0.38
13 C 4.144554 -2.772257 -0.652536  0.31
14 N 4.338467 -3.904447 -1.646876  -0.71
15 C 2.756176 -1.922202 -0.845174  -0.63
16 I 2.903291 -0.582093 -2.623519  0.09
17 C 1.338657 -2.695838 -1.123343  -0.37
18 C 0.593636 -3.290632 0.209074  -0.77
19 C -0.736941 -2.466231 0.694271  -0.47
20 S -1.970841 -2.073230 -0.658531  -0.09
21 C -3.463733 -1.258636 0.208895  0.24
22 S -3.364849 -1.141922 1.936563  -0.22
23 N -4.693899 -0.752787 -0.544928  0.14
24 C -5.634900 0.184129 0.186284  -0.20
25 C -6.838199 0.562010 -0.871022  -0.27
26 N -6.492921 -0.226563 -2.117816  -0.54
27 C -5.188169 -1.033076 -1.947733  -0.05
28 H -0.988295 5.476037 1.349278  0.33
29 H -1.209088 3.747997 2.096047  0.26
30 H 0.217188 4.842480 2.764641  0.28
31 H 1.673744 4.272346 0.713515  0.32
32 H 0.305019 3.439736 -1.623490  0.25
33 H 0.055086 5.310763 -1.056225  0.34
34 H -1.295735 4.031104 -0.756468  0.26
35 H 0.466549 2.068384 2.250693  0.26
36 H -0.943096 0.502935 0.815916  -0.35
37 H -1.707591 2.138610 0.275972  0.35
38 H -0.348978 1.256748 -0.851976  0.20
39 H 2.808715 1.781634 1.301340  0.32
40 H 2.075630 1.663814 -0.520642  0.13
41 H 5.172107 -2.179615 -0.783695  0.27
42 H 5.374729 -4.136154 -1.570102  0.36
43 H 4.273070 -3.438896 -2.600248  0.31
44 H 0.684084 -1.994955 -1.793543  0.51
45 H 1.604074 -3.639539 -1.804429  0.23
46 H 0.281257 -4.409524 0.051127  0.38
47 H 1.353756 -3.274131 1.109203  0.22
48 H -0.383906 -1.539789 1.331033  0.23
49 H -1.304811 -3.178170 1.465844  0.47
50 H -5.619960 0.614096 1.276602  0.28
51 H -7.735481 1.290336 -0.636343  0.29
52 H -4.660893 -1.734610 -2.734390  0.29

Atomic forces in eV per Å
0.01 -1.26 -0.20
-1.16 0.91 0.00
-0.17 -0.13 0.09
0.42 -1.08 -0.43
-0.12 -0.30 0.89
-0.76 2.59 -0.36
3.47 -0.57 -1.38
1.27 -0.81 -0.71
-2.29 -1.37 1.96
0.78 0.85 5.97
-1.23 -2.65 -9.05
-1.28 2.83 1.02
1.28 1.77 -1.26
0.76 0.97 0.81
-0.20 1.24 -0.43
0.05 -0.81 -0.04
0.57 -1.22 -0.27
-0.26 0.05 -0.07
0.39 -0.79 2.63
-1.34 1.04 0.68
0.03 -0.08 1.88
-0.46 -0.03 -3.58
-0.76 0.72 0.31
-3.37 0.57 -4.25
6.48 -3.98 1.27
3.59 -1.04 2.98
-3.86 3.98 2.85
1.44 -1.60 0.96
1.63 1.90 -0.46
-1.34 -0.34 -1.81
-2.18 -1.08 0.01
-0.79 1.74 1.57
-0.05 -2.58 0.54
2.68 0.16 0.08
-0.17 0.45 -2.56
0.43 1.78 -1.27
2.39 -1.35 -0.16
-0.91 0.57 2.32
-1.66 -0.98 -1.49
-0.01 -0.86 2.54
-2.76 -0.20 0.31
-1.81 0.17 -0.12
-0.12 -0.58 1.56
1.08 -1.35 1.67
-0.40 2.17 1.41
0.71 2.20 0.12
-1.68 -0.04 -1.69
-0.99 -1.57 -1.66
1.19 1.62 -1.68
0.72 -1.45 -2.49
2.08 -1.92 -1.00
-1.33 1.77 2.00

Values from the calculation:
SMILES	CC(C)[C@@H](C)CO[C@@]1(F)C(=O)O[C@@H](N)[C@@]1(I)CCCSC(=S)n1ccnc1
E	-61122.32527	eV
spin multiplicity	1


No. 2
This record from OMol25 describes the ion CH3ClN3S with charge +1. The level of theory is ωB97M-V/def2-TZVPD.

Each line ends with the Mulliken charge.
Atoms and positions in Å:
1 C 0.003895 1.265709 -0.579263  -0.12
2 N 1.261272 -1.905721 -0.165370  -0.42
3 N 0.929341 0.404813 -0.458388  0.11
4 N 1.025192 -0.740335 0.035189  0.16
5 S -1.747247 0.992167 0.115272  0.19
6 Cl -2.101483 -0.992196 0.128776  0.04
7 H 0.152632 2.263924 -0.983666  0.44
8 H 1.919795 -2.279417 0.502167  0.30
9 H -1.443394 0.991055 1.405286  0.31

Atomic forces in eV per Å
-2.00 0.15 1.00
-0.21 -0.20 -2.54
-0.53 -2.54 -0.83
1.67 2.70 1.57
1.34 0.02 -1.02
0.06 0.31 -0.36
-0.13 -0.29 0.09
-0.39 -0.35 1.39
0.19 0.21 0.69

Values from the calculation:
spin multiplicity	1
total charge	+1
relative energy (zero: lowest compared OMol25 entry of this formula, charge and spin)	48.2	kcal/mol